## one
Formula: H14O7
Source: the OMol25 dataset
Level of theory: ωB97M-V/def2-TZVPD

Values from the calculation:
E_HOMO, eV: -11.05
SMILES string: O.O.O.O.O.O.O

CARTESIAN COORDINATES (ANGSTROEM)
H -1.28 -1.32 0.80
H -2.03 -1.09 -0.43
H 1.38 0.25 -1.20
H 2.72 0.79 -1.43
H 1.72 -0.98 0.30
H 2.26 0.26 1.03
H -0.75 0.20 2.50
H 0.42 -0.25 1.65
H 0.60 2.10 -0.47
H -0.20 1.66 0.79
H -0.12 -1.77 -0.65
H 0.95 -2.50 -1.43
H -2.45 0.90 -1.54
H -1.76 1.37 -0.33
O -1.55 -1.86 0.01
O 1.91 1.04 -1.02
O 1.98 -0.66 1.16
O -0.52 0.09 1.60
O -0.20 2.27 0.06
O 0.69 -1.58 -1.17
O -2.49 0.74 -0.59

---

## two
Formula: H14O7
Source: the OMol25 dataset
Level of theory: ωB97M-V/def2-TZVPD

Values from the calculation:
E_HOMO, eV: -11.30
SMILES string: O.O.O.O.O.O.O

CARTESIAN COORDINATES (ANGSTROEM)
H -0.02 0.39 0.40
H -0.62 -0.09 -1.02
H -1.86 1.30 3.32
H -1.20 -0.18 3.12
H -1.03 -1.22 1.32
H -1.24 -2.62 2.15
H 1.26 -0.95 -0.75
H 2.02 -2.10 -1.50
H 1.38 1.90 1.88
H 0.05 1.34 2.58
H 1.53 -0.72 -4.44
H 1.66 -0.17 -2.90
H -0.29 0.55 -3.02
H -1.00 1.73 -2.31
O -0.26 -0.37 -0.08
O -1.05 0.57 3.73
O -1.52 -1.58 2.13
O 2.09 -1.14 -1.28
O 0.40 1.80 1.69
O 1.25 0.09 -3.80
O -0.98 0.73 -2.25

---

## three
Formula: H14O7
Source: the OMol25 dataset
Level of theory: ωB97M-V/def2-TZVPD

Values from the calculation:
E_HOMO, eV: -10.59
SMILES string: O.O.O.O.O.O.O

CARTESIAN COORDINATES (ANGSTROEM)
O 1.92 -1.92 -0.92
H 1.38 -1.27 -0.44
H 2.80 -1.84 -0.54
O -0.94 -1.41 2.15
H -1.40 -1.96 2.79
H -1.66 -0.92 1.67
O -2.63 -0.01 0.44
H -3.17 0.69 0.83
H -2.78 0.06 -0.53
O 0.25 0.40 0.00
H 0.59 0.28 0.90
H -0.71 0.26 0.08
O -2.63 -0.05 -2.31
H -3.20 -0.03 -3.09
H -1.73 -0.01 -2.65
O 1.57 2.34 -1.73
H 2.51 2.14 -1.76
H 1.14 1.49 -1.51
O 2.62 0.36 2.03
H 2.78 0.43 2.97
H 3.28 0.95 1.63

---

## four
Formula: H14O7
Source: the OMol25 dataset
Level of theory: ωB97M-V/def2-TZVPD

Values from the calculation:
E_HOMO, eV: -11.33
SMILES string: O.O.O.O.O.O.O

CARTESIAN COORDINATES (ANGSTROEM)
O 0.12 -0.61 0.50
H -0.16 -0.54 -0.42
H 0.90 -0.06 0.55
O 3.91 2.01 1.30
H 3.81 2.95 1.42
H 4.66 1.77 1.84
O -0.84 1.20 5.25
H -1.57 1.78 5.46
H -0.97 0.98 4.33
O -4.40 2.41 -2.10
H -4.20 1.81 -1.38
H -5.14 2.01 -2.55
O 3.83 -0.04 -4.19
H 2.88 -0.04 -4.26
H 4.14 -0.06 -5.09
O -1.11 -0.96 -3.58
H -1.71 -1.71 -3.48
H -0.96 -0.90 -4.53
O -1.26 -4.24 3.41
H -0.93 -3.37 3.20
H -0.98 -4.39 4.32

---

We find one to be the most stable, with the next structure 0.466 eV higher.

---

## one
Formula: C3H7ClOS
Source: the OMol25 dataset
Level of theory: ωB97M-V/def2-TZVPD

Values from the calculation:
E_HOMO, eV: -8.80
SMILES string: CC[C@H](O)SCl

CARTESIAN COORDINATES (ANGSTROEM)
C -0.61 0.63 0.88
C -0.25 0.00 -0.47
C 0.72 -1.16 -0.28
O 1.96 -1.01 -0.79
S -0.13 -2.84 -1.11
Cl 1.10 -4.25 -0.40
H 0.29 0.91 1.43
H -1.20 1.53 0.72
H -1.19 -0.06 1.48
H -1.16 -0.34 -0.96
H 0.23 0.74 -1.11
H 0.81 -1.48 0.75
H 1.92 -0.71 -1.71

---

## two
Formula: C3H7ClOS
Source: the OMol25 dataset
Level of theory: ωB97M-V/def2-TZVPD

Values from the calculation:
E_HOMO, eV: -8.82
SMILES string: C[C@@H](CO)SCl

CARTESIAN COORDINATES (ANGSTROEM)
C 0.93 -0.94 0.12
C 0.20 1.50 0.37
C -0.17 0.16 -0.22
O 0.50 -2.25 -0.27
S -1.70 -0.60 0.67
Cl -3.08 0.58 -0.24
H 0.51 -2.26 -1.31
H 1.88 -0.77 -0.46
H 0.87 -1.06 1.22
H -0.49 2.19 -0.06
H 1.15 1.86 0.03
H 0.01 1.39 1.36
H -0.63 0.23 -1.20

---

We find one to be the most stable, with the next structure 0.786 eV higher.

---

## one
Formula: C5H7NS
Source: the OMol25 dataset
Level of theory: ωB97M-V/def2-TZVPD

Values from the calculation:
E_HOMO, eV: -7.81

CARTESIAN COORDINATES (ANGSTROEM)
C -1.12 -1.09 0.08
C 0.76 0.54 0.02
C -0.72 -2.35 0.12
C -1.32 1.72 0.15
C 2.17 0.36 -0.26
N -0.03 1.50 0.12
S -2.41 -0.09 -0.25
H -1.44 -3.22 0.24
H 0.22 -2.58 0.39
H -1.81 1.90 1.07
H -1.81 2.13 -0.76
H 2.26 -0.44 -0.97
H 2.76 0.19 0.69
H 2.49 1.42 -0.63

---

## two
Formula: C5H7NS
Source: the OMol25 dataset
Level of theory: ωB97M-V/def2-TZVPD

Values from the calculation:
E_HOMO, eV: -8.94
SMILES string: NCc1ccsc1

CARTESIAN COORDINATES (ANGSTROEM)
C 1.25 -0.69 -0.34
C -0.24 -0.33 -0.10
C -0.66 1.06 -0.12
C -2.08 1.12 -0.04
C -1.17 -1.26 0.01
H 2.01 -0.09 1.68
H 2.19 1.09 0.24
H 1.62 -0.59 -1.43
H 1.40 -1.72 -0.30
H 0.16 2.02 -0.44
H -2.68 1.96 0.07
H -1.27 -2.15 0.14
N 2.21 0.07 0.45
S -2.74 -0.49 0.18

---

## three
Formula: C5H7NS
Source: the OMol25 dataset
Level of theory: ωB97M-V/def2-TZVPD

Values from the calculation:
E_HOMO, eV: -8.99
SMILES string: [H]/N=C1/C=C(C)CS1

CARTESIAN COORDINATES (ANGSTROEM)
C -0.28 0.99 0.15
C 0.01 -0.25 0.51
C -0.22 1.25 -1.41
C 0.35 -1.20 -0.59
C 0.07 -0.77 1.90
N -0.49 2.35 -1.91
S 0.29 -0.28 -2.17
H -0.56 1.81 0.78
H 1.35 -1.62 -0.45
H -0.36 -2.03 -0.65
H -0.66 -1.57 2.03
H -0.15 0.03 2.61
H 1.06 -1.17 2.11
H -0.42 2.44 -2.92

---

We find three to be the most stable, with the next structure 2.711 eV higher.

---

## one
Formula: C5H7NS
Source: the OMol25 dataset
Level of theory: ωB97M-V/def2-TZVPD

Values from the calculation:
E_HOMO, eV: -8.22

CARTESIAN COORDINATES (ANGSTROEM)
C -0.85 -1.99 -0.23
C -2.24 -0.35 -0.09
C 0.20 -0.86 -0.30
C -0.47 0.43 -0.69
C -0.21 1.76 0.03
N -2.06 -1.70 -0.08
S -3.47 0.56 0.40
H -0.63 -3.10 -0.31
H 0.52 -0.75 0.72
H 0.92 -1.20 -1.07
H -0.69 0.52 -1.81
H -1.24 2.25 -0.22
H 0.56 2.38 -0.28
H -0.17 1.59 1.11

---

## two
Formula: C5H7NS
Source: the OMol25 dataset
Level of theory: ωB97M-V/def2-TZVPD

Values from the calculation:
E_HOMO, eV: -9.19
SMILES string: C#C[C@H]1NC[C@H]1S

CARTESIAN COORDINATES (ANGSTROEM)
C -0.97 0.18 0.48
C -0.71 1.36 -0.52
C 0.56 0.14 0.79
C 1.18 -1.04 0.21
C 1.79 -1.99 -0.20
H -1.17 -1.61 -1.04
H -1.51 0.59 1.32
H -1.33 2.31 -0.45
H -0.72 1.03 -1.60
H 1.36 1.58 -0.44
H 0.71 0.23 1.86
H 2.15 -2.88 -0.67
N 0.60 1.42 0.14
S -1.94 -1.31 0.13

---

We find one to be the most stable, with the next structure 0.694 eV higher.

---

## one
Formula: C3H3NO
Source: the OMol25 dataset
Level of theory: ωB97M-V/def2-TZVPD

Values from the calculation:
E_HOMO, eV: -9.94
SMILES string: O=C1[C@@H]2CN12

CARTESIAN COORDINATES (ANGSTROEM)
C -0.35 0.14 0.62
C 0.57 -0.85 0.12
N -0.38 -0.13 -0.98
C -0.29 1.12 -0.49
O -0.28 2.28 -0.75
H -1.23 -0.08 1.22
H 1.60 -0.58 -0.07
H 0.37 -1.90 0.31

---

## two
Formula: C3H3NO
Source: the OMol25 dataset
Level of theory: ωB97M-V/def2-TZVPD

Values from the calculation:
E_HOMO, eV: -11.30
SMILES string: CC(=O)C#N

CARTESIAN COORDINATES (ANGSTROEM)
C -0.97 -0.10 -0.05
C 0.37 0.57 -0.10
O 0.56 1.72 -0.39
C 1.54 -0.31 0.20
N 2.43 -1.00 0.46
H -1.71 0.62 0.31
H -1.25 -0.40 -1.07
H -0.96 -0.99 0.58

---

## three
Formula: C3H3NO
Source: the OMol25 dataset
Level of theory: ωB97M-V/def2-TZVPD

Values from the calculation:
E_HOMO, eV: -10.60
SMILES string: N#CCC=O

CARTESIAN COORDINATES (ANGSTROEM)
C -0.85 -0.77 -0.20
C 0.55 0.05 -0.24
C 0.66 1.05 0.77
H -1.28 -1.07 -1.32
H 1.33 -0.79 -0.12
H 0.55 0.60 -1.24
N 0.59 1.92 1.58
O -1.54 -0.99 0.78

---

## four
Formula: C3H3NO
Source: the OMol25 dataset
Level of theory: ωB97M-V/def2-TZVPD

Values from the calculation:
E_HOMO, eV: -9.48
SMILES string: Cc1nc1=O

CARTESIAN COORDINATES (ANGSTROEM)
C 0.26 -0.11 -0.28
C 1.59 0.06 -0.02
C -1.17 0.00 0.15
N 1.08 -1.00 -0.77
O 2.53 0.72 0.31
H -1.65 0.55 -0.65
H -1.08 0.68 0.97
H -1.56 -0.90 0.29

---

We find two to be the most stable, with the next structure 0.776 eV higher.

---

## one
Formula: C3H3NO
Source: the OMol25 dataset
Level of theory: ωB97M-V/def2-TZVPD

Values from the calculation:
E_HOMO, eV: -11.30
SMILES string: CC(=O)C#N

CARTESIAN COORDINATES (ANGSTROEM)
C -0.97 -0.15 0.00
C 0.34 0.59 -0.05
O 0.47 1.78 -0.18
C 1.55 -0.27 0.07
N 2.48 -0.95 0.16
H -1.78 0.57 0.12
H -1.10 -0.70 -0.94
H -0.98 -0.88 0.82

---

## two
Formula: C3H3NO
Source: the OMol25 dataset
Level of theory: ωB97M-V/def2-TZVPD

Values from the calculation:
E_HOMO, eV: -9.35
SMILES string: C=C=O.C#N

CARTESIAN COORDINATES (ANGSTROEM)
O 1.14 1.44 -0.37
C 0.63 0.89 0.53
C 0.05 0.27 1.52
C -0.48 -0.86 -1.86
N -1.11 -1.45 -1.10
H 0.12 -0.30 -2.55
H -0.70 -0.48 1.28
H 0.34 0.48 2.54

---

We find one to be the most stable, with the next structure 0.963 eV higher.